(1)
ORCA calculation (ωB97M-V/def2-TZVPD) on a structure of composition C38H46N3O3P2Sc.

Values from the calculation:
Kohn-Sham gap: 7.45 eV
multiplicity: 1
energy: -90048.780 eV

The geometry in XYZ format:
```
93
Properties=species:S:1:pos:R:3:forces:R:3:mulliken_charge:R:1
Sc -0.34757 -0.07685 -1.01739 -0.3 -0.7 0.3 -0.3777
C 3.46353 -2.23161 -1.49338 0.0 -0.1 -0.1 -1.6623
C 3.81161 -1.07494 -0.56559 0.1 0.0 0.2 0.6049
C 4.63323 0.00714 -1.25812 0.1 0.0 0.0 -1.6361
P 2.27682 -0.40332 0.20633 -0.3 0.1 0.0 1.8620
C 2.90391 1.01037 1.21901 0.2 0.0 0.0 0.3633
C 4.07542 0.73293 2.15993 0.0 0.0 0.0 -1.9377
C 1.76753 1.64778 1.99708 -0.2 0.1 0.0 -1.4689
C 1.80621 -1.76407 1.31471 0.1 0.0 0.0 0.9179
C 2.70302 -2.33173 2.21822 0.1 0.0 0.0 -0.7649
C 2.34956 -3.38576 3.04099 0.0 0.0 0.0 -1.1865
C 1.05949 -3.89310 2.94293 0.0 0.0 0.0 -0.9293
C 0.15586 -3.37284 2.03821 0.1 -0.1 0.1 -0.5894
C 0.50453 -2.30594 1.19081 -0.1 0.1 -0.1 -0.5970
N -0.38419 -1.75741 0.28554 0.0 -0.1 0.1 0.3210
C -1.74520 -2.16842 0.35816 0.1 0.1 0.0 -0.2594
C -2.18943 -3.36134 -0.20380 0.0 0.0 0.0 -0.1720
C -3.54091 -3.66085 -0.23028 0.0 0.0 0.0 -0.7299
C -4.46164 -2.75797 0.28190 0.0 0.0 0.0 -1.0192
C -4.02547 -1.56534 0.83825 0.0 0.0 0.0 -1.5689
C -2.66770 -1.26406 0.90491 -0.1 0.0 0.0 0.6041
P -1.94747 0.31940 1.48737 0.1 0.0 -0.1 2.1345
C -3.42434 1.40302 1.76679 -0.2 0.0 0.0 1.0280
C -4.32480 1.10432 2.96773 0.0 0.0 0.0 -1.9241
C -3.03331 2.88109 1.76148 0.1 0.1 0.0 -1.6581
C -1.20866 -0.10988 3.13423 0.1 -0.1 0.1 2.1626
C -0.94706 1.14224 3.97372 0.0 0.0 0.0 -1.7493
C -1.93557 -1.16887 3.95972 0.0 0.0 0.0 -1.6710
H 4.36395 -2.58097 -2.00125 0.0 -0.1 0.0 0.4837
H 2.75130 -1.93464 -2.26205 0.0 0.0 0.0 0.3165
H 3.03639 -3.06931 -0.94135 0.0 0.0 0.0 0.3537
H 4.39965 -1.47756 0.26846 0.0 0.0 -0.1 0.6004
H 4.04276 0.57760 -1.97031 -0.1 0.0 -0.1 0.2391
H 5.45190 -0.44954 -1.81767 0.0 0.0 0.0 0.5003
H 5.06969 0.70916 -0.54812 0.0 0.0 0.0 0.3524
H 3.22761 1.71719 0.44466 0.0 0.0 0.0 0.6631
H 3.74832 0.14199 3.01588 0.0 0.0 0.0 0.3588
H 4.46928 1.67383 2.54963 0.0 0.0 0.0 0.4610
H 4.89933 0.20763 1.67922 0.0 0.0 0.0 0.4393
H 1.42175 0.96809 2.77561 0.0 0.0 0.0 0.2142
H 0.91017 1.90515 1.36660 0.1 0.0 0.0 0.1346
H 2.10703 2.56311 2.48607 0.0 0.0 0.0 0.5928
H 3.70976 -1.93884 2.28381 0.0 0.0 0.0 0.3982
H 3.06130 -3.80262 3.73898 0.0 0.0 0.0 0.4432
H 0.75127 -4.71439 3.57745 0.0 0.0 0.0 0.4038
H -0.83591 -3.79768 1.98041 0.0 0.0 0.0 0.4059
H -1.46243 -4.03655 -0.63755 0.0 0.0 0.0 0.6012
H -3.87847 -4.58867 -0.67253 0.0 0.0 0.0 0.4238
H -5.51948 -2.97880 0.23989 0.0 0.0 0.0 0.4259
H -4.76095 -0.86536 1.20542 0.0 0.0 0.0 0.3357
H -4.00829 1.23091 0.85460 0.1 0.0 0.0 0.1604
H -3.84928 1.38396 3.90575 0.0 0.0 0.0 0.3564
H -4.60350 0.05666 3.04672 0.0 -0.1 0.0 0.3413
H -5.24253 1.69133 2.88922 0.0 0.0 0.0 0.4154
H -2.53484 3.16523 2.68957 0.0 0.0 0.0 0.3550
H -3.92648 3.50081 1.66411 0.0 0.0 0.0 0.4328
H -2.36968 3.12028 0.93086 0.0 0.0 0.0 0.2875
H -0.23611 -0.53020 2.84830 -0.1 0.0 0.0 -0.9560
H -1.85942 1.50106 4.44684 0.0 0.0 0.0 0.3809
H -0.52856 1.96599 3.39576 0.0 0.0 0.0 0.2868
H -0.24168 0.90649 4.77341 0.0 0.0 0.0 0.4300
H -2.88471 -0.79849 4.34762 0.0 0.0 0.0 0.2906
H -1.31610 -1.45377 4.81304 0.0 0.0 0.0 0.4930
H -2.13447 -2.06964 3.38123 0.0 0.0 0.0 0.2523
O 1.87770 -1.70083 -4.67153 -0.1 0.0 0.2 -0.7999
C 2.67752 -0.62309 -4.78254 0.1 0.0 0.0 0.6677
C 3.76276 -0.73808 -5.65480 0.0 0.1 0.0 -0.7682
C 4.61653 0.32540 -5.84967 0.0 0.0 0.0 -0.3467
C 4.40348 1.53459 -5.18896 0.0 0.0 0.0 -0.8852
C 3.33460 1.64763 -4.32719 0.0 0.0 0.0 -0.3855
C 2.46880 0.57592 -4.08739 0.0 0.1 -0.1 0.1825
C 1.34719 0.74114 -3.13263 0.3 -0.1 -0.1 0.9254
O 0.67764 -0.34244 -2.78755 0.1 0.1 0.0 -0.8620
N 1.07417 1.93298 -2.69598 -0.2 0.1 0.0 -0.9017
N -0.11073 1.86520 -1.93941 0.2 0.5 -0.2 0.6714
C -0.97294 2.78208 -2.18665 0.0 -0.2 0.1 -0.6316
C -2.38159 2.63796 -1.87032 0.1 0.1 -0.1 0.4400
C -3.22528 3.75231 -1.97479 0.0 0.0 0.0 -0.4556
C -4.59358 3.62377 -1.90361 0.1 0.0 0.0 -0.8639
C -5.14697 2.34419 -1.79173 0.0 0.0 0.0 -0.3636
C -4.34781 1.22476 -1.72412 0.0 0.1 0.1 -0.7584
C -2.94593 1.34478 -1.72331 0.1 -0.1 0.1 0.7032
O -2.20034 0.27213 -1.60630 -0.1 0.0 -0.2 -0.5109
H 1.21182 -1.49172 -3.98342 0.0 0.0 -0.1 0.3316
H 3.90334 -1.67631 -6.17184 0.0 -0.1 0.0 0.4536
H 5.45267 0.21929 -6.52795 0.0 0.0 0.0 0.4036
H 5.06633 2.37315 -5.34758 0.0 0.0 0.0 0.4150
H 3.14580 2.57342 -3.80055 0.0 0.0 0.0 0.4272
H -0.65357 3.62816 -2.79744 0.0 0.0 0.0 0.3995
H -2.77778 4.72849 -2.11807 0.0 0.0 0.0 0.4284
H -5.23056 4.49374 -1.96744 0.0 0.0 0.0 0.4080
H -6.22337 2.22831 -1.76797 0.0 0.0 0.0 0.4331
H -4.76585 0.22966 -1.64703 0.0 0.0 0.0 0.4724
```
Forces are in eV/Å.

=====

(2)
ORCA calculation (ωB97M-V/def2-TZVPD) on a cluster of 2 separate species, C2H7NO3 in total in a non-equilibrium geometry.

Values from the calculation:
Kohn-Sham gap: 10.81 eV
structure (SMILES): O=CO.NCO
multiplicity: 1
energy relative to the best compared isomer or geometry (same formula, charge and spin): 1.706 eV
energy: -9819.254 eV

The geometry in XYZ format:
```
13
Properties=species:S:1:pos:R:3:forces:R:3:mulliken_charge:R:1
O 0.57331 -1.02803 -1.10815 -0.5 1.1 -0.7 -0.4620
C 0.88505 -0.19477 -1.94044 3.2 -1.4 1.2 0.0090
O 1.69720 0.88199 -1.66594 -3.1 -1.2 1.3 -0.4703
H 0.90156 -0.46363 -2.96453 -0.6 0.3 -1.5 0.3931
H 1.35348 0.95839 -0.70879 1.2 0.8 -0.4 0.5142
N -1.24271 -0.75732 1.38077 -0.7 -0.4 2.0 -0.5456
C -0.91677 0.43879 0.72174 -0.5 0.9 -1.6 -0.1548
O 0.47982 0.85535 0.89466 0.7 -2.0 0.0 -0.6115
H -1.31834 -0.76253 2.41789 0.2 0.5 -1.2 0.2390
H -0.69008 -1.55609 1.12893 0.1 -0.2 -0.6 0.2513
H -1.27084 0.27485 -0.39810 1.3 0.6 2.1 0.1966
H -1.41067 1.35349 1.09859 -0.4 -0.9 0.0 0.2997
H 0.95899 -0.00049 1.14336 -0.9 1.7 -0.6 0.3413
```
Forces are in eV/Å.

=====

(3)
ORCA calculation (ωB97M-V/def2-TZVPD) on a structure of composition C59H45BiN9O2S2 in a non-equilibrium geometry.

Values from the calculation:
Kohn-Sham gap (spin up / spin down): 2.66 / 2.65 eV
charge: -1
multiplicity: 1
energy relative to the best compared isomer or geometry (same formula, charge and spin): 4.474 eV
energy: -106922.531 eV

The geometry in XYZ format:
```
118
Properties=species:S:1:pos:R:3:forces:R:3:mulliken_charge:R:1
Bi 12.60144 16.88812 15.95495 -0.6 -0.4 2.0 1.6253
C 20.36190 14.88881 15.88298 1.2 0.6 1.2 -0.3399
C 19.82256 16.09197 15.45642 0.9 0.0 0.6 -0.5869
C 18.47965 16.29104 15.31264 -1.6 0.0 -0.6 -0.2530
C 17.54364 15.23615 15.61842 2.8 -0.8 -0.8 0.3241
C 18.18322 13.97371 15.94144 -2.9 0.7 -0.2 -0.4423
C 19.51728 13.82320 16.17793 1.2 -0.9 0.2 -0.6229
C 16.10656 15.36632 15.43896 -2.2 0.4 0.8 0.9715
C 15.14920 14.76909 16.32487 -0.4 0.2 -0.6 0.3972
C 15.42391 13.98965 17.53026 1.6 0.6 -0.9 -1.0661
C 14.26566 13.54990 18.02353 -1.0 -1.0 0.7 -0.8945
C 13.20318 13.95904 17.10640 -0.4 0.2 -0.4 0.2136
N 13.74115 14.78029 16.10772 1.0 -1.0 1.6 -0.8562
C 11.83164 13.52201 17.22387 -0.2 1.1 0.2 1.6921
C 10.72870 14.22007 16.61676 1.5 -0.1 -2.4 0.1021
C 9.34193 13.82060 16.50970 0.3 0.3 1.2 -1.6964
C 8.70346 14.79525 15.81142 -0.9 0.0 -0.4 -0.5300
C 9.67823 15.75021 15.25060 0.0 -0.1 1.3 0.2283
C 9.32012 17.01205 14.64501 1.5 -2.0 0.6 0.8150
C 7.90981 17.24340 14.33925 -2.0 -0.2 0.3 -0.0831
C 7.19683 16.27421 13.55660 0.9 2.1 0.7 -0.4412
C 5.89299 16.56419 13.15164 -0.1 -0.2 1.6 -0.8259
C 5.18446 17.62980 13.77919 0.6 -0.7 -0.6 -0.3386
C 5.89421 18.58960 14.55339 -0.6 -2.2 -1.0 -0.8834
C 7.21722 18.35999 14.88337 0.8 -0.9 -0.5 -0.2857
C 10.25524 17.98028 14.17710 2.2 -0.5 -0.1 1.0967
N 11.62236 17.69118 13.97886 -1.5 1.0 -0.5 -1.0010
C 12.23481 18.84327 13.49137 -0.2 -0.2 0.5 0.7458
C 13.62613 18.95981 13.13094 -1.9 0.0 0.8 1.0380
C 14.11579 20.21536 12.49760 -1.5 -0.3 -3.2 -0.0370
C 15.25420 20.80684 12.97633 0.1 0.2 1.1 0.1809
C 15.88364 21.82338 12.33510 -0.5 1.9 -1.6 -0.8734
C 15.28610 22.52544 11.20308 1.4 -2.0 2.0 -0.5099
C 14.15954 21.95745 10.65915 -0.7 -2.2 1.9 -0.8526
C 13.57553 20.75135 11.27222 1.4 1.2 0.7 -0.4566
C 14.52071 17.93375 13.42881 2.4 -1.3 -0.6 0.0498
C 15.66725 17.53861 12.56580 -0.6 1.2 -0.4 -1.1449
C 16.34215 16.53559 13.12116 -0.6 -1.0 2.2 -1.3156
C 15.66297 16.27966 14.42458 -0.7 1.0 -1.2 -0.0249
N 14.55541 17.09466 14.51666 2.2 -0.6 -1.0 -0.1639
C 11.25138 19.87116 13.39284 -1.4 -0.7 0.2 -1.0919
C 10.03034 19.32501 13.81817 -0.5 0.9 -1.9 -1.2933
N 10.93364 15.29273 15.72996 -1.2 0.6 0.6 -0.2227
C 11.56534 12.35360 18.14469 0.3 0.0 -1.2 -0.6418
C 10.67390 12.37950 19.19666 0.3 -0.5 1.1 -0.1688
C 10.62357 11.31935 20.11555 0.2 0.4 -1.2 -0.9454
C 11.45166 10.22184 19.92097 0.0 -0.1 0.4 -0.3863
C 12.26290 10.09799 18.79876 -0.4 1.1 -0.2 -0.7885
C 12.25246 11.14238 17.89196 0.0 0.5 -0.5 -0.0017
H 21.44363 14.96192 16.16089 -1.0 -0.8 -0.4 0.2709
H 20.46685 16.97013 15.39969 0.0 -0.3 -0.4 0.3186
H 18.27366 17.28350 14.84863 -0.8 -0.9 0.9 0.3341
H 17.51350 13.09057 15.97429 0.5 0.6 0.3 0.5101
H 19.86502 12.84624 16.60995 -0.1 1.1 -0.7 0.3113
H 16.44811 13.81369 17.89045 -0.8 0.2 0.1 0.6376
H 14.13120 12.98564 18.96907 0.0 0.4 -1.0 0.6577
H 8.92784 12.96333 17.06839 0.1 0.7 -0.6 0.4234
H 7.60315 14.85504 15.73177 0.9 0.0 -0.2 0.4834
H 7.76389 15.35709 13.44511 -0.4 0.0 -1.0 0.5717
H 5.37972 15.83435 12.53205 -0.2 0.1 0.2 0.3531
H 4.07443 17.50317 13.75801 1.0 1.0 -0.3 0.3152
H 5.36846 19.43010 14.89400 -0.6 0.9 0.9 0.4586
H 7.72568 18.91852 15.66868 -0.1 0.3 -0.5 0.6230
H 15.52453 20.60065 13.99730 0.7 -0.6 0.1 0.5507
H 16.82285 22.10128 12.77233 0.2 0.7 0.0 0.3801
H 15.78349 23.41207 10.82918 -0.2 -0.1 -0.2 0.4270
H 13.73101 22.40078 9.80155 -0.7 0.2 -0.8 0.4570
H 12.71588 20.26441 10.82959 0.0 0.1 -0.1 0.4911
H 15.88904 17.91002 11.58574 -0.2 0.4 -0.3 0.5998
H 17.12252 15.89421 12.73979 0.1 0.3 -0.1 0.6216
H 11.36988 20.86634 13.00428 0.2 0.1 -0.1 0.5368
H 9.01393 19.70874 13.55859 1.1 0.0 0.8 0.5093
H 10.08570 13.23125 19.46458 -0.2 0.7 -0.3 0.5148
H 9.91914 11.44258 20.92643 0.2 -0.4 0.2 0.4209
H 11.49464 9.45915 20.66357 -0.1 -0.5 0.5 0.4058
H 12.94200 9.28607 18.60765 -0.2 -0.5 0.2 0.4281
H 12.73889 11.02531 16.91846 0.2 0.2 0.5 0.4018
O 11.55197 20.51670 16.45988 0.3 1.1 -1.6 -0.4238
C 12.55318 21.46895 16.59757 -0.3 0.8 2.1 0.6113
C 13.11918 22.23101 15.57880 0.0 -0.8 -1.4 -0.5384
C 14.26038 23.01679 15.79376 -0.5 0.6 0.3 -0.3946
C 14.66731 23.21906 17.12367 1.2 1.3 -1.7 -0.7298
C 14.03532 22.59819 18.14888 -0.4 -0.7 0.7 -0.1669
C 12.95800 21.75158 17.94146 -1.1 -1.4 -1.3 0.3520
C 12.31941 20.95874 19.06229 1.8 -1.4 3.1 0.0757
O 11.25432 20.36539 19.16252 -0.7 0.9 -1.5 -0.6293
N 13.28740 20.81823 20.07306 2.0 2.2 -3.7 0.0737
N 12.92896 20.19460 21.10027 -0.2 -2.9 6.3 -0.7276
C 13.85343 19.89157 22.06254 -3.5 1.7 -5.1 0.3574
S 13.41329 19.41543 23.62043 -0.6 -1.0 1.6 -0.2528
C 15.02354 19.72795 24.39582 0.3 0.5 0.3 -0.4981
C 16.12999 19.87107 23.30375 -1.6 -0.9 0.5 -0.6394
S 15.43223 20.39744 21.74872 1.9 1.2 -0.7 -0.1153
H 11.12923 20.66163 15.57796 0.5 -0.4 0.9 0.1248
H 12.67560 22.12284 14.56287 0.6 0.1 0.6 0.1682
H 14.75150 23.53399 14.94248 -0.5 -0.4 0.7 0.3994
H 15.46188 23.95128 17.38012 -0.3 -0.8 -0.4 0.3003
H 14.47475 22.68286 19.12315 -0.4 0.1 0.5 0.4245
H 15.21255 18.88466 25.10422 0.0 0.8 -0.5 0.3156
H 14.95331 20.70063 24.95336 0.1 -1.0 -0.3 0.2781
H 16.64763 18.96821 23.10394 0.4 -1.2 0.2 0.2355
H 16.84128 20.55631 23.63961 1.2 1.3 0.5 0.3780
C 11.74228 17.26307 18.11322 1.2 -0.9 -0.1 -1.5829
H 12.40920 17.85587 18.76502 -0.4 -0.5 -0.2 0.3570
H 11.47907 16.26358 18.45347 0.3 -0.2 0.6 0.3318
H 10.82670 17.76254 17.98687 -1.3 1.1 -0.2 0.4917
N 18.35960 13.52749 24.68589 0.9 1.0 0.9 -0.5197
C 17.38744 14.04892 23.84983 2.5 0.9 -0.1 0.7246
C 17.83488 15.00117 22.90840 -1.1 -0.2 -1.6 -0.3599
N 16.98920 15.41106 21.93283 0.4 0.0 1.5 -0.4763
C 15.74647 14.89420 21.95772 0.5 -2.1 0.9 -0.3491
C 15.42562 13.81267 22.85393 0.6 3.0 -0.1 -0.3068
N 16.20242 13.54160 23.91672 -1.6 -1.3 -1.5 -0.5608
H 18.99639 14.27873 25.00801 -0.5 -1.1 0.0 0.2571
H 17.97641 12.95073 25.42181 0.1 0.2 0.1 0.2815
H 18.91141 15.29326 22.86719 -1.1 -0.1 0.0 0.2762
H 15.02045 15.22259 21.22468 0.2 0.0 -0.1 0.5891
H 14.48712 13.32094 22.77854 -0.7 -0.3 0.1 0.4408
```
Forces are in eV/Å.